Record 1
Here is C39H39NO4PPtS2Sb as an isolated structure from the OMol25 dataset. Energies are from ωB97M-V/def2-TZVPD.

Atoms and positions in Å:
Pt  0.60389  -0.03227  0.33391
O  2.84164  0.33487  0.49642
S  3.41479  1.58819  1.01104
O  4.86001  1.59351  0.94312
O  2.77029  2.79061  0.49895
C  3.00831  1.66547  2.75797
C  4.06750  1.80839  3.64440
C  3.83332  1.99046  4.99813
C  2.52987  2.03470  5.46561
C  1.47286  1.87422  4.58142
C  1.68336  1.68439  3.21517
P  0.24278  1.36196  2.09668
C  -0.90725  0.61498  3.31112
C  -0.65100  -0.70085  3.69537
C  -1.39392  -1.29449  4.70165
C  -2.42946  -0.59559  5.31241
C  -2.70845  0.70145  4.91498
C  -1.94225  1.30811  3.92379
C  -0.48322  3.00643  1.80990
C  0.10203  4.20017  2.20943
C  -0.49175  5.41228  1.87334
C  -1.66927  5.42994  1.14162
C  -2.24931  4.23418  0.72989
C  -1.65626  3.02442  1.05119
H  5.07053  1.78302  3.24192
H  4.66671  2.10144  5.68184
H  2.32794  2.18140  6.52007
H  0.46168  1.88323  4.96744
H  0.12248  -1.25370  3.17615
H  -1.18892  -2.31951  4.98533
H  -3.02667  -1.07012  6.08221
H  -3.52389  1.24866  5.37372
H  -2.16022  2.32717  3.62599
H  1.03727  4.18894  2.75542
H  -0.02128  6.34193  2.17080
H  -2.12721  6.37535  0.87424
H  -3.15637  4.24506  0.13753
H  -2.05952  2.07193  0.70872
C  1.68022  5.33162  -1.15422
Sb  0.97668  3.33170  -1.59199
C  2.73302  2.78137  -2.70756
C  -0.04362  3.97450  -3.41654
H  2.09981  5.79757  -2.04842
H  2.44422  5.25727  -0.38100
H  0.85259  5.93651  -0.78056
H  2.86784  3.46812  -3.54546
H  2.61847  1.76382  -3.08105
H  3.59664  2.81690  -2.04666
H  0.53604  4.74871  -3.92491
H  -1.04071  4.35795  -3.19379
H  -0.15147  3.11342  -4.07800
C  0.71650  -8.21492  -2.92640
C  1.00764  -8.48566  -4.38022
O  0.98327  -9.59770  -4.85648
S  1.38587  -7.12059  -5.45945
C  1.29536  -5.69133  -4.41850
C  0.07142  -5.07037  -4.17251
C  -0.00328  -3.97801  -3.32957
C  1.15028  -3.46215  -2.70993
C  2.37994  -4.08097  -2.99283
C  2.45035  -5.17757  -3.83178
C  1.05081  -2.35522  -1.83299
C  0.87579  -1.46011  -1.02428
H  0.90227  -9.13232  -2.37122
H  -0.33827  -7.95047  -2.82879
H  1.29696  -7.38719  -2.52647
H  -0.82627  -5.45629  -4.64110
H  -0.95298  -3.49603  -3.12837
H  3.27411  -3.68232  -2.53207
H  3.40436  -5.65128  -4.03158
C  -1.08334  0.33132  -2.54006
C  -2.04170  -0.65196  -1.92453
C  -2.91436  -1.32468  -2.76831
C  -3.96766  -2.10608  -2.30519
C  -4.16547  -2.14377  -0.92473
C  -3.32150  -1.49976  -0.04224
C  -3.60041  -1.55021  1.43300
C  -2.14946  -0.78430  -0.49210
N  -1.36410  -0.26690  0.46321
H  -1.45728  0.64833  -3.51824
H  -0.06666  -0.04773  -2.66808
H  -1.01328  1.21017  -1.89253
H  -2.78068  -1.19761  -3.84104
H  -4.62815  -2.62786  -2.98838
H  -5.00406  -2.70516  -0.51640
H  -4.26695  -2.38266  1.67939
H  -4.07428  -0.62482  1.78407
H  -2.66558  -1.64563  1.98791

energy relative to the best compared isomer or geometry (same formula, charge and spin) = 5.8 kcal per mole
total charge = -2
spin multiplicity = 1
LUMO level = 3.966 eV
Kohn-Sham gap = 0.15464 Eh

Löwdin atomic charge list, values in e, 8 entries:
1 Pt 0.819
2 O -0.475
3 S 0.421
4 O -0.332
5 O -0.443
6 C -0.244
7 C -0.065
8 C -0.092


Record 2
Here is C39H40BaN3O2Se2 as an isolated structure from the OMol25 dataset. Energies are from ωB97M-V/def2-TZVPD.

Atoms and positions in Å:
Ba  0.23007  0.97440  0.15483
C  -0.41907  -3.75487  2.15591
C  -1.19461  -2.46534  2.15086
C  -0.73985  -1.37650  2.88550
C  -1.42979  -0.16837  2.88740
C  -0.91207  1.00885  3.67443
C  -2.59666  -0.06073  2.13432
C  -3.08414  -1.13514  1.39475
C  -4.33618  -0.99214  0.57549
C  -2.36921  -2.32949  1.41573
H  0.65124  -3.56268  2.07461
H  -0.71742  -4.39977  1.32744
H  -0.58724  -4.30711  3.08381
H  0.19422  -1.45508  3.42889
H  0.14489  0.87867  3.90951
H  -1.46542  1.11947  4.60998
H  -1.02437  1.94511  3.12028
H  -3.12768  0.88528  2.10042
H  -5.13788  -0.54875  1.16853
H  -4.67496  -1.96170  0.20778
H  -4.16749  -0.32875  -0.27639
H  -2.73520  -3.17346  0.83683
O  -1.19146  5.74125  -3.39426
C  -1.96801  5.76686  -2.18811
C  -1.72220  4.49391  -1.37326
C  -2.61693  4.60416  -0.13586
O  -2.36372  5.77448  0.63415
C  -2.16661  3.30696  -2.25840
Se  -2.54454  1.52963  -1.44527
C  -0.20225  4.44505  -1.03586
Se  0.42405  4.08197  0.82777
H  -1.20217  6.62563  -3.76635
H  -3.03512  5.83386  -2.43656
H  -1.69890  6.63219  -1.57667
H  -2.49791  3.70321  0.46707
H  -3.66316  4.65135  -0.45299
H  -1.51444  5.59708  1.07997
H  -1.42429  3.17040  -3.04360
H  -3.09415  3.58990  -2.76075
H  0.24523  5.40495  -1.28653
H  0.27378  3.72088  -1.70215
C  -0.70168  -2.91491  -2.90209
C  -0.32487  -2.11359  -1.81355
N  0.41449  -1.02889  -1.92251
C  0.87514  -0.69610  -3.14978
C  0.58208  -1.43974  -4.29697
C  -0.23939  -2.57510  -4.14661
C  1.10615  -1.02938  -5.57325
C  1.86819  0.07808  -5.68653
C  2.16816  0.88637  -4.53311
C  2.90145  2.08617  -4.61853
C  3.11543  2.83243  -3.48928
C  2.60676  2.34742  -2.27413
N  1.91697  1.23445  -2.16644
C  1.68006  0.50669  -3.27842
H  -1.34011  -3.77281  -2.74676
H  -0.67309  -2.35331  -0.81376
H  -0.50030  -3.15966  -5.02118
H  0.86401  -1.62592  -6.44428
H  2.25168  0.39096  -6.65000
H  3.26988  2.41357  -5.58373
H  3.65077  3.77039  -3.51681
H  2.72367  2.92219  -1.35826
N  1.88552  -0.22450  1.68779
C  2.97291  -0.70005  2.07455
C  3.29150  -2.16344  1.82630
C  3.65919  -3.03261  2.84913
C  3.81523  -4.39225  2.60683
C  3.63722  -4.89774  1.32681
C  3.28894  -4.03434  0.29371
C  3.10680  -2.68443  0.54735
C  4.02814  0.11512  2.79892
C  3.66719  1.36009  3.31086
C  4.59994  2.17079  3.93422
C  5.92127  1.75250  4.05366
C  6.29481  0.51914  3.54202
C  5.35307  -0.29433  2.92279
H  3.81233  -2.64092  3.84882
H  4.07874  -5.05799  3.42022
H  3.76644  -5.95580  1.13474
H  3.14849  -4.41912  -0.70992
H  2.79203  -2.00800  -0.23956
H  2.64038  1.68091  3.17999
H  4.29877  3.13717  4.31990
H  6.65368  2.38741  4.53745
H  7.32378  0.18804  3.62069
H  5.65749  -1.25332  2.52067

energy relative to the best compared isomer or geometry (same formula, charge and spin) = 3.9 kcal per mole
total charge = -1
spin multiplicity = 1
LUMO level = 1.759 eV
Kohn-Sham gap = 0.20731 Eh

Löwdin atomic charge list, values in e, 8 entries:
1 Ba 1.330
2 C -0.038
3 C -0.274
4 C -0.047
5 C -0.326
6 C -0.054
7 C -0.052
8 C -0.277